(1)
C34H27Cl2N4O2PdS2 as an isolated structure at a distorted geometry, computed with ωB97M-V with the def2-TZVPD basis set.

Its multiplicity is 3. As for the LUMO energy (alpha / beta): -4.13 / -3.93 eV. As for the total energy: -3524.97939 a.u. Its net charge is +1. The orbital gap (alpha / beta) comes out at 5.7 / 5.8 eV.

Geometry (Å):
Pd: -2.409 0.440 1.076
Cl: -0.188 0.899 2.925
C: 0.042 0.809 4.747
C: 1.305 0.484 5.209
C: 1.513 0.550 6.571
C: 0.473 0.945 7.412
C: -0.787 1.188 6.911
Cl: -2.068 1.606 7.982
C: -1.075 1.056 5.532
S: -2.682 1.201 4.920
H: 2.080 0.146 4.536
H: 2.483 0.305 6.979
H: 0.636 1.037 8.477
C: 8.129 -2.076 -5.212
O: 7.947 -0.819 -4.575
C: 6.942 -0.696 -3.689
C: 6.060 -1.720 -3.348
C: 5.062 -1.482 -2.419
C: 4.924 -0.236 -1.817
C: 5.812 0.784 -2.172
C: 6.807 0.562 -3.095
C: 3.867 -0.040 -0.834
N: 2.976 -0.932 -0.474
C: 2.213 -0.343 0.494
C: 2.611 0.997 0.687
N: 3.677 1.140 -0.150
C: 2.096 2.014 1.563
C: 1.781 3.448 1.490
C: 0.494 3.933 1.777
C: -0.775 3.304 1.909
N: -1.067 2.003 2.199
C: 1.270 1.544 2.544
C: 0.676 -0.010 2.099
N: -1.632 -0.047 2.950
C: -1.851 -1.342 2.818
C: -0.905 -2.209 2.070
C: 0.246 -2.082 1.306
C: 1.030 -0.866 1.084
H: 8.973 -1.951 -5.882
H: 7.245 -2.355 -5.790
H: 8.356 -2.857 -4.483
H: 6.144 -2.699 -3.795
H: 4.375 -2.273 -2.150
H: 5.736 1.774 -1.736
H: 7.497 1.345 -3.378
H: 4.212 1.984 -0.262
H: 2.549 4.186 1.286
H: 0.426 5.011 1.690
H: -1.676 3.873 1.725
H: -2.694 -1.742 3.366
H: -1.237 -3.244 2.076
H: 0.506 -2.963 0.732
C: -8.296 -1.001 -4.967
C: -7.331 -0.787 -3.836
C: -6.203 0.019 -4.017
C: -5.313 0.244 -2.986
C: -5.550 -0.348 -1.750
C: -6.666 -1.136 -1.538
C: -7.547 -1.360 -2.589
S: -4.442 -0.079 -0.375
C: -3.070 -1.148 -1.030
O: -3.902 1.349 -0.420
H: -7.770 -1.273 -5.883
H: -8.854 -0.086 -5.172
H: -9.012 -1.787 -4.736
H: -6.027 0.476 -4.984
H: -4.450 0.884 -3.123
H: -6.850 -1.575 -0.564
H: -8.421 -1.979 -2.431
H: -3.303 -1.463 -2.045
H: -2.948 -2.009 -0.378
H: -2.170 -0.523 -1.055



(2)
C34H28BCsF4N4O3S4 as an isolated structure at a distorted geometry, computed with ωB97M-V with the def2-TZVPD basis set.

Its multiplicity is 1. As for the LUMO energy: 3.55 eV. As for the total energy: -3794.69666 a.u. Its net charge is -2. The orbital gap comes out at 5.3 eV.

Geometry (Å):
Cs: 0.023 -3.020 0.115
S: 3.033 -3.917 5.177
C: 2.555 -5.291 4.276
C: 1.840 -4.947 3.167
C: 1.623 -3.534 2.956
C: 2.223 -2.865 3.986
C: 2.294 -1.425 4.198
C: 2.585 -0.868 5.459
C: 2.640 0.501 5.612
C: 2.399 1.317 4.513
C: 2.113 0.684 3.312
N: 2.061 -0.628 3.142
H: 2.827 -6.282 4.613
H: 1.448 -5.712 2.504
H: 2.747 -1.523 6.305
H: 2.858 0.932 6.584
H: 2.423 2.396 4.583
H: 1.918 1.264 2.414
S: 0.706 0.802 -1.360
C: -0.710 1.605 -1.057
N: -1.474 2.156 -2.009
C: -2.607 2.983 -1.664
C: -2.218 3.837 -0.482
N: -1.897 2.934 0.615
C: -2.097 3.465 1.954
C: -1.112 4.569 2.261
C: 0.255 4.340 2.154
C: 1.162 5.350 2.432
C: 0.712 6.605 2.824
C: -0.649 6.843 2.930
C: -1.555 5.829 2.645
C: -1.220 1.774 0.373
S: -0.975 0.587 1.473
C: -1.254 1.933 -3.433
C: -0.731 3.177 -4.105
C: -1.538 3.917 -4.962
C: -1.066 5.084 -5.550
C: 0.221 5.523 -5.282
C: 1.036 4.787 -4.428
C: 0.565 3.622 -3.844
H: -3.484 2.353 -1.434
H: -2.846 3.604 -2.527
H: -3.061 4.457 -0.172
H: -1.379 4.499 -0.728
H: -2.003 2.632 2.648
H: -3.112 3.863 2.026
H: 0.604 3.362 1.851
H: 2.223 5.152 2.348
H: 1.422 7.392 3.045
H: -1.010 7.820 3.229
H: -2.620 6.018 2.723
H: -2.215 1.612 -3.867
H: -0.551 1.107 -3.519
H: -2.542 3.567 -5.175
H: -1.706 5.649 -6.216
H: 0.592 6.433 -5.737
H: 2.044 5.122 -4.219
H: 1.191 3.043 -3.176
O: 1.925 -4.986 -1.442
C: 1.211 -5.859 -0.959
N: 0.253 -5.670 -0.030
S: -0.581 -7.012 0.268
O: -1.925 -6.924 -0.251
O: -0.451 -7.452 1.635
C: 0.381 -8.090 -0.775
C: 0.294 -9.450 -1.000
C: 1.222 -10.017 -1.866
C: 2.199 -9.233 -2.478
C: 2.266 -7.866 -2.239
C: 1.341 -7.309 -1.375
H: -0.467 -10.049 -0.516
H: 1.189 -11.081 -2.067
H: 2.912 -9.699 -3.147
H: 3.014 -7.236 -2.703
F: -2.601 -0.180 -3.516
B: -3.912 0.265 -3.311
F: -4.255 0.104 -1.958
F: -4.817 -0.417 -4.153
F: -3.908 1.671 -3.615



(3)
C34H28Cl3O2P2Re as an isolated structure at a distorted geometry, computed with ωB97M-V with the def2-TZVPD basis set.

Its multiplicity is 4. As for the LUMO energy (alpha / beta): -10.17 / -12.50 eV. As for the total energy: -3603.41073 a.u. Its net charge is +3. The orbital gap (alpha / beta) comes out at 6.6 / 4.2 eV.

Geometry (Å):
Re: 0.382 -0.735 -0.031
Cl: 5.937 -1.548 4.128
C: 4.380 -1.220 3.537
C: 4.203 -1.590 2.243
C: 2.933 -1.585 1.660
Cl: 2.861 -2.140 0.048
C: 1.854 -1.143 2.411
O: 0.632 -1.124 1.915
C: 2.079 -0.658 3.743
Cl: 0.738 0.015 4.617
C: 3.328 -0.664 4.304
H: 5.074 -1.972 1.689
H: 3.567 -0.275 5.279
C: -2.225 1.761 -1.055
C: -2.878 0.584 -0.328
P: -1.902 -0.962 -0.249
C: -2.584 -1.778 1.186
C: -3.557 -2.780 0.988
C: -4.037 -3.496 2.082
C: -3.660 -3.154 3.393
C: -2.850 -2.021 3.573
C: -2.306 -1.333 2.465
C: -2.324 -2.053 -1.641
C: -3.099 -1.554 -2.695
C: -3.407 -2.406 -3.776
C: -3.106 -3.762 -3.697
C: -2.369 -4.260 -2.604
C: -1.925 -3.412 -1.592
C: -1.102 2.395 -0.264
P: 0.476 1.498 -0.480
C: 1.622 2.419 0.635
C: 2.970 2.063 0.642
C: 3.894 2.710 1.445
C: 3.468 3.728 2.289
C: 2.102 4.046 2.355
C: 1.156 3.362 1.572
C: 1.100 1.999 -2.153
C: 2.270 1.415 -2.630
C: 2.864 1.864 -3.835
C: 2.224 2.856 -4.609
C: 1.058 3.392 -4.115
C: 0.483 2.999 -2.898
H: -3.029 2.535 -1.217
H: -1.909 1.454 -2.066
H: -3.852 0.316 -0.741
H: -2.938 0.860 0.726
H: -3.915 -3.029 -0.008
H: -4.695 -4.330 1.944
H: -3.979 -3.716 4.275
H: -2.542 -1.675 4.578
H: -1.580 -0.593 2.609
H: -3.559 -0.523 -2.656
H: -3.898 -1.880 -4.586
H: -3.401 -4.398 -4.528
H: -2.251 -5.324 -2.549
H: -1.281 -3.745 -0.756
H: -1.352 2.326 0.798
H: -0.939 3.442 -0.488
H: 3.209 1.233 0.003
H: 4.942 2.449 1.389
H: 4.160 4.272 2.934
H: 1.716 4.814 2.966
H: 0.107 3.675 1.604
H: 2.707 0.544 -2.073
H: 3.809 1.459 -4.183
H: 2.711 3.200 -5.520
H: 0.590 4.165 -4.659
H: -0.440 3.487 -2.525
O: 0.656 -1.334 -2.985
C: 0.628 -1.160 -1.832



(4)
C34H28Co2NO7 as an isolated structure at a distorted geometry, computed with ωB97M-V with the def2-TZVPD basis set.

Its multiplicity is 1. As for the LUMO energy: 2.02 eV. As for the total energy: -4659.13277 a.u. Its net charge is -1. The orbital gap comes out at 3.3 eV.

Geometry (Å):
C: -6.041 -2.305 0.648
O: -5.257 -2.802 -0.477
C: -4.007 -2.306 -0.701
C: -3.287 -2.714 -1.861
C: -2.014 -2.212 -2.117
C: -1.402 -1.253 -1.279
C: 0.015 -0.544 -1.540
C: -0.239 0.914 -1.881
N: 0.416 1.453 -2.887
C: 1.096 0.698 -3.951
C: 1.639 1.754 -4.922
C: 1.253 3.129 -4.387
C: 0.408 2.914 -3.121
C: -1.147 1.735 -1.092
C: -2.530 1.903 -1.374
C: -3.320 2.709 -0.554
C: -2.759 3.366 0.545
C: -1.395 3.233 0.805
C: -0.594 2.448 -0.016
C: -2.137 -0.856 -0.169
C: -3.391 -1.376 0.163
H: -6.987 -2.851 0.583
H: -5.543 -2.525 1.605
H: -6.214 -1.221 0.563
H: -3.769 -3.486 -2.477
H: -1.553 -2.498 -3.079
H: 0.331 -1.088 -2.456
H: 1.916 0.114 -3.524
H: 0.407 0.007 -4.462
H: 2.721 1.659 -5.024
H: 1.203 1.585 -5.906
H: 2.133 3.727 -4.143
H: 0.672 3.699 -5.112
H: -0.615 3.319 -3.219
H: 0.867 3.423 -2.262
H: -2.949 1.375 -2.236
H: -4.389 2.809 -0.770
H: -3.383 4.010 1.175
H: -0.948 3.766 1.646
H: 0.495 2.387 0.130
H: -1.744 0.000 0.404
H: -3.897 -1.018 1.070
O: -1.044 0.867 3.200
C: -0.535 0.078 2.509
Co: 0.071 -1.234 1.488
C: -0.955 -2.518 2.080
O: -1.661 -3.423 2.215
C: 0.360 -2.646 0.371
O: 0.594 -3.490 -0.395
C: 2.472 -0.543 1.749
C: 2.982 -1.416 2.855
C: 2.200 -1.643 4.017
C: 2.655 -2.424 5.084
C: 3.931 -3.001 5.054
C: 4.745 -2.777 3.928
C: 4.294 -1.987 2.869
C: 1.444 -0.234 0.736
C: 1.280 -0.616 -0.722
Co: 2.640 1.208 1.392
C: 1.712 2.275 2.445
O: 1.181 2.998 3.172
C: 2.990 2.156 -0.062
O: 3.226 2.839 -0.993
C: 4.179 1.361 2.214
O: 5.181 1.412 2.822
H: 1.208 -1.207 4.085
H: 2.007 -2.594 5.947
H: 4.290 -3.594 5.912
H: 5.728 -3.246 3.898
H: 4.945 -1.832 2.015
H: 2.111 -0.214 -1.330
H: 1.710 -1.638 -0.894